<a>
A gas-phase ion, C7H12N3O2 (charge +1), computed with ωB97M-V/def2-TZVPD.

Geometry as ORCA input:
```
! wB97M-V def2-TZVPD RIJCOSX def2/J DEFGRID3
* xyz 1 1
C 0.09 -1.66 -1.26
C 0.09 -0.66 -0.09
C -1.05 -0.88 0.96
C -2.24 -0.17 0.43
C -2.02 1.32 0.25
C -0.67 1.73 -0.03
O -0.27 2.88 0.00
N 0.16 0.70 -0.56
N 1.53 1.04 -0.59
C 2.19 0.15 0.17
N 3.47 0.19 0.47
O 1.42 -0.84 0.48
H -1.05 -1.99 -1.53
H 0.72 -2.52 -0.94
H 0.52 -1.22 -2.12
H -0.47 -0.50 1.85
H -1.11 -2.05 1.10
H -3.11 -0.34 1.02
H -2.59 -0.56 -0.62
H -2.43 1.65 1.16
H -2.80 1.44 -0.52
H 1.67 2.01 -0.70
H 4.13 0.86 0.19
H 3.82 -0.58 0.90
*
```

The calculation puts the HOMO-LUMO gap at 10.7 eV. Its LUMO energy is -3.03 eV. As for the SMILES: C[C@]12CCCC(=O)N1NC(=[NH2+])O2. The value obtained for the HOMO energy is -13.7 eV.

***

<b>
A gas-phase ion, C7H12N3O2 (charge +1), computed with ωB97M-V/def2-TZVPD.

Geometry as ORCA input:
```
! wB97M-V def2-TZVPD RIJCOSX def2/J DEFGRID3
* xyz 1 1
C 2.17 -2.05 -0.93
C 1.59 -0.65 -1.03
O 2.43 0.18 -1.59
N 0.51 -0.39 -0.50
N 0.10 0.97 -0.52
C 0.27 1.46 0.82
C -0.72 0.85 1.82
N -1.40 -0.27 1.11
C -0.79 -1.39 0.97
O -0.47 -2.48 1.13
C -2.20 0.08 -0.02
C -1.30 1.02 -0.97
H 1.44 -2.69 -1.25
H 2.20 -2.05 0.11
H 3.20 -2.05 -1.22
H 2.04 1.04 -1.77
H -0.08 2.40 0.73
H 1.27 1.32 1.15
H -0.23 0.39 2.80
H -1.44 1.60 2.07
H -3.12 0.57 0.49
H -2.51 -0.80 -0.58
H -1.41 0.80 -2.06
H -1.55 2.15 -0.76
*
```

The calculation puts the HOMO-LUMO gap at 9.1 eV. Its LUMO energy is -3.84 eV. As for the SMILES: C/C(O)=N/N1CC[N+](=C=O)CC1. The value obtained for the HOMO energy is -12.9 eV.

***

Most favorable structure: <a>. The second most favorable one is 2.294 eV above it.

***

<a>
2 unconnected molecules or ions with the total composition C7H13BClFO2, computed with ωB97M-V/def2-TZVPD.

Geometry as ORCA input:
```
! wB97M-V def2-TZVPD RIJCOSX def2/J DEFGRID3
* xyz 0 1
B 1.65 0.62 1.48
C 0.74 -0.39 -0.29
C -0.34 0.45 0.48
C 0.34 -1.84 -0.56
C 1.21 0.27 -1.59
C -1.29 -0.41 1.33
C -1.15 1.41 -0.39
C 3.21 1.41 3.35
O 1.87 -0.37 0.61
O 0.45 1.22 1.42
F 4.47 1.30 2.87
Cl 2.96 0.41 4.74
H -0.58 -1.86 -1.13
H 0.21 -2.38 0.37
H 1.12 -2.33 -1.13
H 2.04 -0.30 -1.99
H 1.56 1.28 -1.38
H 0.41 0.30 -2.32
H -1.87 0.25 1.97
H -0.72 -1.08 1.97
H -1.96 -0.98 0.70
H -0.51 2.14 -0.87
H -1.86 1.94 0.24
H -1.70 0.86 -1.14
H 2.96 2.45 3.53
*
```

The calculation puts the HOMO-LUMO gap at 8.7 eV. Its LUMO energy is 0.43 eV. The value obtained for the HOMO energy is -8.3 eV.

***

<b>
A molecular structure, C7H13BClFO2, computed with ωB97M-V/def2-TZVPD.

Geometry as ORCA input:
```
! wB97M-V def2-TZVPD RIJCOSX def2/J DEFGRID3
* xyz 0 1
B 2.29 0.00 0.35
C 0.15 -0.62 0.47
C 0.39 0.66 -0.44
C -0.90 -0.56 1.54
C -0.06 -1.86 -0.34
C -0.22 1.97 0.25
C -0.14 0.63 -1.85
C 4.21 0.04 0.64
O 1.46 -0.72 1.10
O 1.78 0.83 -0.51
F 4.74 1.34 0.73
Cl 5.10 -0.90 -0.57
H -0.40 -0.35 2.49
H -1.34 -1.53 1.60
H -1.71 0.18 1.22
H 0.10 -2.71 0.25
H 0.55 -1.76 -1.28
H -1.14 -1.78 -0.78
H 0.40 2.83 -0.13
H 0.14 2.07 1.33
H -1.22 1.92 0.10
H -0.15 1.59 -2.31
H -1.21 0.34 -1.79
H 0.41 -0.03 -2.54
H 4.59 -0.31 1.61
*
```

The calculation puts the HOMO-LUMO gap at 10.5 eV. Its LUMO energy is 0.55 eV. The value obtained for the HOMO energy is -9.9 eV.

***

Most favorable structure: <b>. The second most favorable one is 0.920 eV above it.

***

<a>
2 unconnected molecules or ions with the total composition H6N2, computed with ωB97M-V/def2-TZVPD.

Geometry as ORCA input:
```
! wB97M-V def2-TZVPD RIJCOSX def2/J DEFGRID3
* xyz 1 2
N 0.80 1.05 -1.05
H 0.81 1.55 -0.15
H 1.46 0.26 -0.95
H -0.14 0.62 -1.11
N -0.55 -0.76 0.59
H -1.15 -0.08 1.05
H -1.22 -1.46 0.28
H 0.00 -1.17 1.34
*
```

The calculation puts the HOMO-LUMO gap (alpha / beta) at 13.7 / 7.1 eV. Its LUMO energy (alpha / beta) is -3.92 / -9.65 eV. The value obtained for the HOMO energy (alpha / beta) is -17.7 / -16.8 eV.

***

<b>
2 unconnected molecules or ions with the total composition H6N2, computed with ωB97M-V/def2-TZVPD.

Geometry as ORCA input:
```
! wB97M-V def2-TZVPD RIJCOSX def2/J DEFGRID3
* xyz 1 2
N -1.64 0.09 0.69
H -0.81 0.66 0.76
H -1.64 -0.51 -0.12
H -1.62 -0.55 1.49
N 1.58 -0.09 -0.68
H 0.80 0.41 -0.29
H 2.47 0.42 -0.64
H 1.41 -0.54 -1.58
*
```

The calculation puts the HOMO-LUMO gap (alpha / beta) at 12.8 / 4.2 eV. Its LUMO energy (alpha / beta) is -4.18 / -10.59 eV. The value obtained for the HOMO energy (alpha / beta) is -17.0 / -14.8 eV.

***

Most favorable structure: <a>. The second most favorable one is 0.815 eV above it.

***

<a>
A molecular structure, C21H28N7O3V, computed with ωB97M-V/def2-TZVPD.

Geometry as ORCA input:
```
! wB97M-V def2-TZVPD RIJCOSX def2/J DEFGRID3
* xyz 1 4
V -0.33 0.09 -0.71
C -2.27 -2.94 1.75
C -1.55 -2.32 0.56
C -1.83 -3.07 -0.73
O -1.97 -0.94 0.39
C -0.02 -2.29 0.77
O 0.54 -3.10 1.48
O 0.57 -1.33 0.13
H -3.33 -3.05 1.54
H -2.14 -2.31 2.64
H -1.85 -3.92 1.96
H -2.89 -3.05 -0.96
H -1.51 -4.11 -0.64
H -1.28 -2.61 -1.56
H -1.95 -0.53 1.27
C -4.05 -0.99 -4.77
C -2.84 -0.86 -5.43
C -1.68 -0.56 -4.73
C -1.74 -0.36 -3.34
C -2.96 -0.49 -2.69
C -4.10 -0.82 -3.39
N -0.59 0.03 -2.62
N 0.45 0.35 -3.35
C 1.50 0.81 -2.63
C 2.70 1.20 -3.24
C 3.74 1.62 -2.45
C 3.56 1.70 -1.06
C 2.35 1.36 -0.53
N 1.34 0.91 -1.29
H -4.95 -1.22 -5.32
H -2.79 -0.99 -6.50
H -0.73 -0.48 -5.23
H -3.02 -0.31 -1.62
H -5.04 -0.92 -2.87
H 2.77 1.14 -4.32
H 4.69 1.89 -2.89
H 4.37 2.03 -0.42
H 2.14 1.45 0.53
N 1.78 0.21 5.41
C 1.39 1.32 4.48
C 0.05 0.95 3.82
N 0.09 -0.34 3.14
C 0.57 -1.40 4.02
C 1.91 -1.08 4.67
H 1.03 0.11 6.10
H 2.64 0.44 5.91
H 2.17 1.41 3.73
H 1.31 2.25 5.04
H -0.21 1.71 3.09
H -0.72 0.91 4.59
H 0.66 -0.29 2.28
H 0.66 -2.32 3.44
H -0.18 -1.56 4.80
H 2.68 -0.96 3.91
H 2.21 -1.86 5.36
N -0.65 2.49 1.05
C -0.88 1.83 -0.01
H -0.96 3.47 1.04
N -2.17 2.74 -2.07
C -1.56 2.35 -1.17
*
```

The calculation puts the HOMO-LUMO gap (alpha / beta) at 6.4 / 6.9 eV. Its LUMO energy (alpha / beta) is -3.03 / -3.63 eV. The value obtained for the HOMO energy (alpha / beta) is -9.4 / -10.6 eV.

***

<b>
A molecular structure, C21H28N7O3V, computed with ωB97M-V/def2-TZVPD.

Geometry as ORCA input:
```
! wB97M-V def2-TZVPD RIJCOSX def2/J DEFGRID3
* xyz 1 4
V -0.25 -0.16 0.59
C 0.42 3.77 0.76
C 0.19 3.45 -0.71
C -0.17 4.70 -1.50
O 1.34 2.83 -1.31
C -0.85 2.33 -0.91
O -1.53 2.29 -1.94
O -0.92 1.40 0.00
H 1.17 4.55 0.85
H 0.75 2.90 1.31
H -0.51 4.14 1.21
H 0.58 5.47 -1.34
H -1.14 5.08 -1.18
H -0.22 4.47 -2.56
H 2.12 2.98 -0.77
C -1.00 2.37 5.46
C -1.60 2.46 4.21
C -1.33 1.51 3.24
C -0.45 0.47 3.51
C 0.16 0.38 4.77
C -0.12 1.33 5.73
N -0.19 -0.49 2.52
N 0.19 -1.65 2.93
C 0.53 -2.50 1.93
C 0.96 -3.80 2.22
C 1.32 -4.63 1.18
C 1.22 -4.15 -0.13
C 0.78 -2.86 -0.34
N 0.44 -2.03 0.66
H -1.23 3.10 6.22
H -2.29 3.27 4.00
H -1.83 1.55 2.28
H 0.86 -0.42 4.95
H 0.37 1.27 6.70
H 1.01 -4.11 3.25
H 1.67 -5.63 1.37
H 1.48 -4.77 -0.97
H 0.67 -2.46 -1.34
N 0.19 0.43 -5.04
C 0.89 1.06 -3.88
C 1.04 0.02 -2.77
N -0.26 -0.54 -2.36
C -0.92 -1.15 -3.50
C -1.14 -0.14 -4.64
H 0.77 -0.31 -5.42
H 0.05 1.13 -5.78
H 0.27 1.88 -3.51
H 1.86 1.45 -4.20
H 1.53 0.50 -1.92
H 1.68 -0.80 -3.11
H -0.85 0.23 -2.04
H -1.89 -1.54 -3.19
H -0.32 -1.99 -3.86
H -1.76 0.68 -4.28
H -1.61 -0.61 -5.51
N -2.73 -2.09 0.94
C -2.03 -1.22 0.64
H -3.30 -2.85 1.26
N 2.75 0.71 0.93
C 1.64 0.39 0.84
*
```

The calculation puts the HOMO-LUMO gap (alpha / beta) at 6.1 / 7.3 eV. Its LUMO energy (alpha / beta) is -3.12 / -3.64 eV. The value obtained for the HOMO energy (alpha / beta) is -9.2 / -10.9 eV.

***

Most favorable structure: <a>. The second most favorable one is 0.225 eV above it.

***

<a>
C19H25N3O2 in the gas phase, computed with ωB97M-V/def2-TZVPD.

Geometry as ORCA input:
```
! wB97M-V def2-TZVPD RIJCOSX def2/J DEFGRID3
* xyz 0 1
C -2.10 5.20 -2.41
C -1.38 4.54 -1.24
C -0.56 3.33 -1.70
C 0.16 2.66 -0.53
N 0.90 1.49 -0.94
C 2.27 1.69 -1.38
C 3.25 1.59 -0.22
C 0.39 0.24 -1.02
O 1.03 -0.70 -1.45
C -1.05 0.05 -0.51
N -1.48 -1.30 -0.72
N -2.34 -1.55 -1.70
C -2.56 -2.85 -1.70
C -1.82 -3.46 -0.68
C -1.12 -2.43 -0.07
C -0.31 -2.68 1.10
C 0.57 -1.78 1.70
C 1.26 -2.10 2.86
C 2.19 -1.11 3.49
C 1.04 -3.35 3.44
C 0.19 -4.26 2.85
C -0.48 -3.95 1.67
O -1.32 -4.90 1.18
C -1.67 -4.86 -0.20
H -1.39 5.55 -3.15
H -2.78 4.50 -2.89
H -2.68 6.05 -2.06
H -0.72 5.26 -0.76
H -2.11 4.21 -0.50
H 0.18 3.66 -2.44
H -1.22 2.61 -2.19
H 0.87 3.36 -0.08
H -0.56 2.40 0.25
H 2.49 0.92 -2.12
H 2.34 2.67 -1.86
H 3.21 0.59 0.20
H 4.26 1.77 -0.58
H 3.02 2.31 0.56
H -1.11 0.31 0.55
H -1.73 0.68 -1.09
H -3.23 -3.30 -2.41
H 0.75 -0.82 1.24
H 1.64 -0.48 4.19
H 2.64 -0.47 2.74
H 2.98 -1.62 4.04
H 1.56 -3.61 4.35
H 0.03 -5.24 3.29
H -2.60 -5.43 -0.29
H -0.89 -5.38 -0.78
*
```

The calculation puts the HOMO-LUMO gap at 8.4 eV. Its LUMO energy is 0.70 eV. As for the SMILES: CCCCN(CC)C(=O)Cn1ncc2c1-c1cc(C)ccc1OC2. The value obtained for the HOMO energy is -7.7 eV.

***

<b>
C19H25N3O2 in the gas phase, computed with ωB97M-V/def2-TZVPD.

Geometry as ORCA input:
```
! wB97M-V def2-TZVPD RIJCOSX def2/J DEFGRID3
* xyz 0 1
C -2.35 5.02 -2.51
O -1.74 5.60 -1.32
C -1.67 4.78 -0.10
C -1.86 5.53 1.01
C -1.87 4.88 2.27
C -1.72 3.56 2.37
N -1.65 2.71 3.53
C -1.44 1.32 3.15
C -1.38 0.28 4.21
C -1.26 1.38 1.75
C -0.85 0.16 0.91
C 0.63 0.08 0.75
N 0.95 -1.09 -0.15
C 1.32 -0.78 -1.52
C 1.74 -1.96 -2.25
C 1.70 -3.28 -1.71
N 2.26 -4.28 -2.52
C 1.94 -5.64 -2.40
C 2.87 -6.70 -3.08
O 0.88 -6.04 -1.86
C 1.30 -3.47 -0.34
C 1.73 -2.17 0.47
C -1.51 2.73 1.25
C -1.60 3.36 -0.05
H -3.24 4.45 -2.28
H -2.63 5.82 -3.18
H -1.71 4.35 -3.13
H -1.96 6.55 0.95
H -2.01 5.57 3.18
H -1.62 3.20 4.40
H -2.08 -0.51 3.87
H -1.82 0.75 5.13
H -0.37 -0.05 4.51
H -1.17 -0.76 1.45
H -1.45 0.21 -0.03
H 0.98 1.06 0.38
H 1.11 -0.03 1.71
H 2.08 0.02 -1.50
H 0.47 -0.36 -2.07
H 2.13 -1.68 -3.21
H 2.73 -3.99 -3.35
H 2.49 -7.75 -3.06
H 3.03 -6.41 -4.16
H 3.72 -6.64 -2.42
H 1.89 -4.32 0.00
H 0.19 -3.70 -0.22
H 1.44 -2.39 1.50
H 2.83 -1.98 0.46
H -1.45 2.60 -0.83
*
```

The calculation puts the HOMO-LUMO gap at 8.4 eV. Its LUMO energy is 0.76 eV. As for the SMILES: COc1ccc2[nH]c(C)c(CCN3CC=C(NC(C)=O)CC3)c2c1. The value obtained for the HOMO energy is -7.6 eV.

***

Most favorable structure: <a>. The second most favorable one is 3.029 eV above it.